{"formula": "C34H20AuF15GeN3S", "method": "the ωB97M-V functional and the def2-TZVPD basis", "homo_lumo_gap_ha": [0.329, 0.209], "e_homo_ev": [-11.43, -11.48], "total_energy_ha": -5580.35786, "total_charge": 1, "spin_multiplicity": 3, "symbols": ["C", "H", "C", "H", "H", "C", "C", "S", "F", "F", "N", "C", "C", "C", "C", "H", "H", "F", "C", "H", "H", "C", "H", "H", "C", "F", "C", "F", "C", "C", "C", "N", "C", "C", "C", "C", "N", "H", "F", "C", "F", "C", "F", "C", "H", "H", "Ge", "C", "F", "C", "C", "H", "H", "H", "C", "C", "F", "C", "H", "C", "C", "C", "C", "H", "F", "H", "Au", "C", "C", "F", "F", "H", "F", "F", "H"], "xyz": [[-4.079277, 1.447828, 4.704709], [0.542323, 4.428528, -2.643091], [2.446423, 3.771028, -3.347391], [-2.514577, 1.091428, -3.040191], [-2.052577, -1.794272, -3.166891], [-2.842777, 1.342828, 4.080709], [0.190323, -3.366772, -1.227391], [-1.699077, -0.219272, 0.460609], [1.900523, 2.628228, 6.008109], [-4.471677, 2.598328, 5.243709], [-0.732977, 2.021728, -2.501791], [2.458523, -2.682572, 3.055209], [1.642623, -2.217472, -5.964091], [1.385323, 1.198628, -3.330991], [2.710923, 1.419828, -3.742491], [2.862923, 4.765928, -3.347291], [-0.656177, 3.352128, -0.898091], [0.739523, -3.629072, 6.105709], [0.988323, -3.046472, 4.938509], [-2.030977, 2.413528, -4.120391], [-0.305477, -3.164072, -0.277591], [-2.429777, 0.166528, 3.492809], [4.264123, 2.848928, -4.026791], [-1.198777, 0.849128, -4.200691], [1.246523, -3.442372, -5.445191], [-2.028377, 2.408128, 4.002009], [-3.289477, -0.915172, 3.516009], [2.903623, 4.472328, 4.266509], [0.664123, -3.503172, -4.187991], [0.584223, 2.305628, -2.930191], [1.131723, 3.577328, -2.940691], [-0.288177, -2.406972, -2.216691], [1.515123, -1.811172, 2.532309], [0.444223, 1.461928, 2.888809], [3.234123, 2.694128, -3.740491], [1.595523, 2.567928, 4.718309], [0.840123, -0.031372, -3.131191], [3.341023, 0.578528, -3.984191], [3.068923, -4.143272, 4.798009], [-4.923577, 0.339228, 4.729809], [-1.043177, -1.865672, 5.040309], [2.108923, 3.508928, 3.824809], [3.607623, -2.910772, 2.419109], [1.552523, -1.077172, -5.203091], [-2.277077, -2.592472, -1.609591], [0.329723, -4.454172, -3.808491], [-0.778877, -0.043672, 2.433709], [0.491223, -2.361872, -3.430491], [0.238823, 0.669728, 5.068409], [0.073823, -2.159472, 4.378009], [1.012523, -1.125572, -3.897091], [-0.029477, -4.403072, -1.504591], [-1.746777, 3.858828, -2.211791], [1.843623, -0.125672, -5.622091], [-4.526777, -0.859672, 4.136509], [0.968823, 2.398228, 2.025309], [1.752823, -1.147372, 1.376409], [-1.363777, 3.006328, -1.644491], [-2.201977, 2.530628, -1.137391], [-1.703777, -2.605072, -2.532291], [2.183523, -3.308072, 4.270509], [-1.665277, 1.566328, -3.529291], [0.318123, -1.543172, 3.166609], [1.365823, -4.342572, -6.024891], [0.665023, 2.308228, 0.717109], [1.266323, -3.247672, -1.106291], [-0.246177, -0.165072, -1.336491], [1.790823, 3.426428, 2.470709], [0.767423, 1.570228, 4.229209], [-5.343777, -1.909272, 4.147209], [2.272923, 4.324728, 1.609709], [2.016123, -2.158272, -6.973891], [-6.117677, 0.436728, 5.298409], [-2.867777, -2.024572, 2.885609], [-1.871577, -3.551172, -3.055491]], "forces_ev_per_a": [[0.082, -0.070, -0.101], [-0.100, 0.071, 0.057], [0.013, -0.175, 0.007], [-0.062, 0.004, -0.018], [-0.016, 0.041, -0.086], [0.042, -0.145, -0.129], [0.231, -0.268, 0.464], [0.118, -0.037, -0.337], [0.008, 0.075, -0.020], [-0.020, -0.057, 0.028], [0.103, -0.231, 0.400], [-0.164, 0.129, -0.062], [0.113, 0.063, -0.075], [0.327, 0.966, -0.091], [-0.150, -0.064, -0.048], [0.015, 0.103, 0.009], [-0.029, 0.013, 0.056], [0.043, 0.006, -0.053], [-0.011, 0.118, -0.177], [0.027, -0.011, 0.013], [0.023, 0.018, -0.029], [0.170, -0.106, -0.294], [0.027, 0.015, 0.001], [0.010, 0.027, 0.021], [0.030, 0.022, 0.065], [-0.404, 0.155, 0.272], [0.101, 0.278, 0.028], [-0.044, -0.026, -0.062], [-0.007, 0.080, 0.128], [0.446, -0.027, -0.175], [-0.025, -0.088, -0.086], [0.226, 0.591, 0.176], [-0.201, -0.018, 0.170], [-0.325, -0.269, -0.274], [-0.024, 0.072, -0.040], [-0.043, -0.044, -0.236], [-0.303, -0.283, 0.670], [0.040, -0.117, -0.016], [-0.091, 0.069, -0.063], [0.308, 0.061, -0.133], [0.045, -0.269, 0.281], [-0.206, -0.289, -0.081], [-0.045, -0.044, 0.062], [-0.027, 0.054, 0.048], [-0.029, -0.019, 0.098], [-0.137, -0.143, 0.066], [0.356, 0.123, 0.927], [0.221, -0.034, -0.243], [0.125, 0.207, 0.318], [0.247, -0.121, -0.140], [-0.080, -0.486, -0.407], [0.010, 0.065, -0.142], [0.020, 0.052, -0.078], [0.016, 0.045, 0.016], [0.068, 0.048, -0.076], [0.010, -0.077, 0.345], [0.316, -0.263, -0.005], [-0.152, 0.296, 0.294], [-0.001, 0.005, 0.040], [-0.452, -0.010, -0.030], [-0.175, 0.175, -0.085], [-0.187, -0.045, -0.351], [-0.253, 0.347, -0.423], [-0.018, -0.114, -0.083], [0.207, 0.233, -0.122], [-0.047, -0.017, 0.057], [-0.259, -0.363, -0.292], [-0.083, -0.120, -0.009], [0.141, 0.118, -0.217], [0.021, 0.037, 0.014], [0.019, -0.026, 0.073], [0.103, 0.017, -0.080], [0.116, -0.057, -0.027], [-0.445, -0.238, 0.228], [0.071, -0.027, 0.066]], "lowdin_charge": [-0.13, 0.12, -0.03, 0.09, 0.09, -0.20, -0.06, 0.25, 0.14, 0.14, -0.26, -0.14, -0.05, -0.23, 0.00, 0.12, 0.08, 0.14, -0.13, 0.11, 0.08, -0.17, 0.12, 0.08, -0.03, 0.10, -0.25, 0.15, 0.00, -0.19, 0.01, -0.27, -0.23, -0.13, -0.05, -0.13, 0.00, 0.12, 0.15, -0.12, 0.12, -0.12, 0.13, 0.01, 0.08, 0.12, 0.73, -0.18, 0.11, -0.22, -0.20, 0.10, 0.10, 0.12, -0.13, -0.21, 0.04, -0.08, 0.08, -0.06, -0.12, -0.06, -0.12, 0.12, 0.04, 0.11, 0.85, -0.13, -0.23, 0.14, 0.12, 0.12, 0.15, 0.07, 0.10]}